1.
ORCA calculation (the ωB97M-V functional and the def2-TZVPD basis) on an isolated molecule of CH2FNO3.

Geometry as XYZ:
```
8
Properties=species:S:1:pos:R:3:forces:R:3
O -0.946 0.768 -1.408 0.029 0.041 -1.461
N -0.803 0.815 -0.240 0.351 -1.536 1.643
O -1.342 1.534 0.566 -0.341 0.835 0.178
C 0.111 -0.133 0.525 4.136 -1.506 -3.543
O 0.581 -1.580 -0.303 -2.640 3.268 2.538
F 1.684 -1.243 -1.030 1.336 0.488 -0.907
H -0.444 -0.618 1.283 -0.165 0.113 1.098
H 1.159 0.458 0.608 -2.706 -1.703 0.454
```
Positions in Å, forces in eV/Å.

Output
orbital gap = 0.40886 hartree
energy above the lowest of the compared OMol25 structures with the same formula, charge and spin = 161.2 kJ/mol
SMILES = O=[N+]([O-])COF
E = -11411.2648 eV
largest force on an atom = 5.65 eV/Å

Atomic charges from the Mulliken analysis, expressed in e, are listed below: -0.481 0.880 -0.506 -0.212 -0.182 -0.117 0.308 0.310

***

2.
ORCA calculation (the ωB97M-V functional and the def2-TZVPD basis) on an isolated molecule of C5H4N2.

Geometry as XYZ:
```
11
Properties=species:S:1:pos:R:3:forces:R:3
C -2.442 -0.983 -0.988 0.949 0.242 -0.014
C -1.580 -0.474 -0.315 -0.287 -0.168 -0.239
C -0.370 0.053 0.166 0.220 0.073 0.092
C 0.530 0.849 -0.514 0.003 0.047 0.114
C 1.679 0.817 0.291 0.166 0.076 0.083
N 1.511 0.064 1.374 0.054 0.138 -0.151
N 0.266 -0.395 1.273 -0.109 0.003 0.146
H -2.477 -1.529 -1.893 -1.118 -0.458 -0.310
H 0.364 1.323 -1.472 0.066 -0.025 0.251
H 2.625 1.310 0.122 -0.066 -0.053 0.064
H -0.107 -1.036 1.956 0.122 0.125 -0.037
```
Positions in Å, forces in eV/Å.

Output
orbital gap = 0.35553 hartree
energy above the lowest of the compared OMol25 structures with the same formula, charge and spin = 239.8 kJ/mol
SMILES = C#Cc1ccn[nH]1
E = -8227.0083 eV
largest force on an atom = 1.25 eV/Å

Atomic charges from the Mulliken analysis, expressed in e, are listed below: -0.293 -0.313 0.475 -0.300 -0.418 -0.789 0.288 0.286 0.374 0.446 0.243

***

3.
ORCA calculation (the ωB97M-V functional and the def2-TZVPD basis) on a structure of composition C2H12MgN3S.

Geometry as XYZ:
```
19
Properties=species:S:1:pos:R:3:forces:R:3
C 1.287 -1.669 0.933 0.407 -0.505 1.505
Mg -0.153 -0.476 0.062 -2.744 1.972 -1.811
N -0.430 -1.480 -1.787 0.227 0.098 -0.041
H 0.427 1.927 1.792 -0.188 0.454 1.250
H 0.162 -1.450 1.392 1.962 -1.143 0.081
H 1.962 -1.420 1.752 0.083 -0.060 0.078
H 1.674 -1.106 0.040 -0.190 -0.256 0.332
H 1.331 -2.738 0.710 -0.166 0.109 -0.079
H -0.209 -0.893 -2.594 0.025 0.064 -0.151
H -1.370 -1.858 -1.928 -0.100 0.031 0.195
H 0.213 -2.276 -1.814 0.118 -0.315 -0.151
N -1.715 3.575 1.379 -1.343 0.725 1.958
C -1.060 3.134 0.303 2.276 -1.950 0.681
N -1.441 3.563 -0.902 -0.641 0.821 -2.538
S 0.330 2.025 0.411 -0.502 0.506 -1.593
H -2.498 4.217 1.288 0.492 -0.509 0.110
H -1.436 3.270 2.306 -0.013 0.127 -0.195
H -0.926 3.274 -1.727 -0.161 0.176 0.306
H -2.226 4.198 -1.012 0.459 -0.344 0.062
```
Positions in Å, forces in eV/Å.

Output
total charge = -1
orbital gap (alpha / beta) = 0.13043 / 0.09937 hartree
energy above the lowest of the compared OMol25 structures with the same formula, charge and spin = 207.8 kJ/mol
E = -23012.6716 eV
largest force on an atom = 3.83 eV/Å

Atomic charges from the Mulliken analysis, expressed in e, are listed below: -0.406 -2.137 -0.685 0.091 0.117 0.810 -0.002 -0.159 0.586 0.141 0.280 -0.764 0.510 -0.961 0.429 0.227 0.333 0.419 0.171

***

4.
ORCA calculation (the ωB97M-V functional and the def2-TZVPD basis) on the ion C3H9N3 with charge +2.

Geometry as XYZ:
```
15
Properties=species:S:1:pos:R:3:forces:R:3
C -2.534 -0.904 -0.056 -5.573 -1.746 -2.056
N -1.553 0.021 0.049 5.722 -0.968 -0.540
C -0.289 -0.206 -0.124 2.089 2.002 1.429
N 0.676 0.884 0.169 -3.826 -2.445 -1.462
C 1.998 0.837 0.074 0.383 3.669 1.242
N 2.872 -0.086 -0.104 -0.090 1.319 0.420
H -3.182 -0.582 -1.015 1.223 -0.995 1.894
H -3.265 -0.729 0.794 0.897 -0.723 -0.812
H -2.175 -1.938 -0.184 -0.272 0.529 0.243
H -1.845 0.873 0.393 -0.579 2.793 0.762
H 0.257 -1.154 -0.329 -1.475 0.366 -0.139
H 0.210 1.795 0.103 0.805 -0.024 0.410
H 2.358 1.904 0.342 0.059 -1.848 -0.970
H 3.801 0.349 -0.068 0.156 -1.317 -0.087
H 2.671 -1.066 -0.043 0.480 -0.610 -0.333
```
Positions in Å, forces in eV/Å.

Output
total charge = +2
orbital gap = 0.37313 hartree
energy above the lowest of the compared OMol25 structures with the same formula, charge and spin = 107.3 kJ/mol
SMILES = C/[NH+]=C/NC=[NH2+]
E = -7708.1731 eV
largest force on an atom = 6.19 eV/Å

Atomic charges from the Mulliken analysis, expressed in e, are listed below: -0.728 -0.026 0.169 -0.145 0.239 -0.242 0.347 0.315 0.346 0.258 0.265 0.304 0.335 0.310 0.253

***

5.
ORCA calculation (the ωB97M-V functional and the def2-TZVPD basis) on a structure of composition C23H50InN4OP3.

Geometry as XYZ:
```
82
Properties=species:S:1:pos:R:3:forces:R:3
In -0.469 0.031 -0.514 0.177 -3.436 0.709
P 0.975 -1.628 -2.148 0.939 0.227 -0.291
P -2.275 -0.784 1.371 -1.104 -0.227 0.529
N -1.378 -2.784 -0.579 0.122 0.170 0.781
C 0.199 -3.256 -2.464 -0.172 -0.348 -0.034
H 0.015 -3.303 -3.549 0.182 -0.025 0.259
H 0.953 -4.024 -2.236 -0.146 0.406 -0.037
C -1.127 -3.602 -1.723 -0.431 0.138 -0.705
H -1.933 -3.385 -2.449 0.007 -0.539 -0.214
H -1.140 -4.718 -1.561 0.064 0.970 0.109
C -2.317 -3.401 0.387 0.667 0.248 -0.464
H -1.769 -3.779 1.273 -0.052 -0.012 -0.139
H -2.921 -4.281 0.037 0.457 0.816 -0.132
C -3.241 -2.278 0.805 0.426 0.988 -1.069
H -4.024 -2.532 1.505 -0.040 0.052 0.438
H -3.708 -1.915 -0.123 -0.194 -0.131 0.205
C -3.649 0.474 1.576 0.050 -0.188 -0.276
C -3.827 1.273 0.269 -0.167 0.029 0.209
H -4.138 0.639 -0.572 0.078 0.105 0.155
H -2.904 1.814 -0.015 -0.224 -0.115 0.130
H -4.609 2.033 0.425 0.244 -0.232 -0.194
C -1.787 -1.291 3.083 0.483 -0.082 -0.366
C -0.881 -0.278 3.806 0.044 -0.159 0.372
H -0.100 -0.816 4.357 -0.162 0.155 -0.056
H -1.451 0.303 4.542 0.190 -0.015 -0.297
H -0.373 0.414 3.127 -0.103 -0.019 -0.005
C 2.738 -2.043 -1.654 -0.275 0.221 0.697
C 3.670 -0.815 -1.615 0.091 -0.082 -0.044
H 4.607 -1.118 -1.125 -0.219 0.109 -0.215
H 3.280 0.037 -1.025 -0.062 -0.321 -0.298
H 3.915 -0.473 -2.632 -0.016 -0.019 0.411
C 1.076 -0.758 -3.817 -0.352 -0.320 0.185
C 1.371 0.739 -3.687 0.222 -0.050 -0.138
H 1.334 1.209 -4.682 -0.012 -0.108 0.338
H 2.372 0.925 -3.267 -0.364 -0.033 -0.139
H 0.628 1.236 -3.059 -0.030 0.161 0.059
C -1.846 -0.142 -2.217 -4.174 -0.872 -3.013
O -2.692 -0.391 -2.968 3.204 0.806 2.464
C -3.017 -1.726 3.920 -0.174 -0.265 0.322
H -4.003 -1.546 3.461 0.487 0.000 0.100
H -2.956 -2.803 4.137 -0.093 0.381 -0.078
H -3.015 -1.200 4.886 0.010 -0.179 -0.307
C 3.383 -3.226 -2.418 -0.321 -0.344 -0.263
H 4.472 -3.133 -2.401 -0.116 0.081 0.076
H 3.144 -4.198 -1.958 0.035 0.410 -0.080
H 3.087 -3.299 -3.478 0.116 0.120 0.507
C 2.018 -1.413 -4.843 0.148 0.166 -0.198
H 1.945 -0.852 -5.795 -0.038 -0.297 0.433
H 3.078 -1.360 -4.529 -0.569 -0.081 -0.124
H 1.743 -2.456 -5.048 0.171 0.292 0.063
C -3.513 1.405 2.786 0.062 0.204 -0.113
H -2.532 1.910 2.798 -0.403 -0.151 0.137
H -4.288 2.181 2.706 0.243 -0.156 0.080
H -3.669 0.891 3.741 0.176 0.090 -0.275
H -4.541 -0.162 1.722 0.260 0.316 -0.124
H 0.041 -0.887 -4.184 0.258 0.138 -0.053
H -1.180 -2.191 2.883 -0.161 0.250 0.017
H 2.579 -2.356 -0.607 0.170 -0.015 -0.280
H 0.413 -2.834 0.590 1.338 -1.488 0.645
H 0.997 -3.342 0.893 -1.178 1.321 -0.478
C 1.144 4.960 0.521 0.227 -0.225 0.249
N 0.352 4.276 1.542 -0.828 -0.823 -0.321
C 1.190 3.864 2.675 0.081 0.138 -0.227
N 2.380 3.095 2.286 -0.265 -1.065 -0.604
C 3.140 3.802 1.247 -0.466 0.620 0.225
N 2.299 4.164 0.099 0.102 -0.629 -0.671
C 1.913 2.985 -0.702 0.295 0.839 -0.286
P 0.891 1.897 0.368 -0.226 0.643 -0.076
C -0.364 3.124 0.950 0.161 0.696 0.467
C 2.019 1.736 1.817 0.312 0.142 1.001
H 1.528 5.865 0.987 -0.006 0.223 -0.191
H 0.514 5.204 -0.354 0.310 -0.024 0.452
H 0.588 3.254 3.373 0.275 0.446 -0.172
H 1.544 4.784 3.141 -0.084 -0.113 0.274
H 3.989 3.190 0.916 -0.168 0.199 0.115
H 3.492 4.742 1.695 0.120 -0.298 -0.170
H 1.324 3.322 -1.576 0.286 -0.232 0.323
H 2.817 2.462 -1.058 -0.376 0.142 0.116
H -1.044 2.670 1.705 0.399 0.266 -0.547
H -0.948 3.481 0.075 0.170 -0.289 0.512
H 2.939 1.209 1.509 -0.420 0.061 0.127
H 1.531 1.180 2.644 0.332 0.225 -0.529
```
Positions in Å, forces in eV/Å.

Output
total charge = +2
orbital gap (alpha / beta) = 0.19032 / 0.18920 hartree
energy above the lowest of the compared OMol25 structures with the same formula, charge and spin = 11.3 kJ/mol
E = -65691.9659 eV
largest force on an atom = 5.22 eV/Å

Atomic charges from the Mulliken analysis, expressed in e, are listed below: 2.213 0.587 -0.315 0.076 -0.808 0.460 0.309 -1.237 0.325 0.497 -1.364 0.265 0.526 -0.598 0.606 0.426 0.639 -1.280 0.303 0.061 0.528 0.453 -1.263 0.522 0.395 -0.201 0.722 -1.436 0.579 -0.025 0.280 0.427 -1.064 0.520 0.183 0.053 -0.007 -0.145 -1.695 0.446 0.271 0.446 -1.508 0.402 0.422 0.263 -1.698 0.484 0.315 0.356 -1.240 0.099 0.505 0.272 0.608 0.522 0.695 0.086 -0.264 0.100 -0.913 0.118 -0.912 0.119 -0.913 0.147 -0.697 0.229 -0.495 -0.933 0.351 0.381 0.394 0.329 0.397 0.324 0.476 0.305 -0.231 0.558 0.430 0.433